No. 1
A molecular structure, C17H14F6N5O6RuS3. Source: OMol25; level of theory: the ωB97M-V functional and the def2-TZVPD basis.

CARTESIAN COORDINATES (ANGSTROEM)
Ru 0.13957 0.06470 -0.01780
N 3.39305 -1.49860 2.64404
C 2.26156 -1.28738 1.93410
S 2.49083 -0.57683 0.34994
N 1.15272 -1.69106 2.50790
N 0.04803 -1.34799 1.80081
C -1.05427 -1.92503 2.05567
C -2.22076 -1.53840 1.24373
C -3.46978 -2.09853 1.43419
C -4.50349 -1.73055 0.58952
C -4.27045 -0.80667 -0.41538
C -3.00075 -0.27429 -0.53513
N -2.00508 -0.63052 0.27810
H 4.28486 -1.39851 2.19549
H 3.32162 -2.04903 3.48274
H -1.12758 -2.70605 2.80621
H -3.61761 -2.82489 2.22200
H -5.48534 -2.16900 0.71180
H -5.04889 -0.50940 -1.10264
H -2.75884 0.45765 -1.29597
F -0.16272 -5.44530 -0.88352
C 0.08779 -4.74179 -1.98759
F -0.45174 -5.36150 -3.03006
F 1.40093 -4.66033 -2.15905
S -0.64630 -3.07462 -1.78434
O 0.17442 -2.43296 -0.76723
O -2.03045 -3.29907 -1.49200
N -0.41865 -2.48341 -3.23137
S 0.10289 -1.03104 -3.49193
O -0.37929 -0.52747 -4.73244
O -0.02027 -0.14375 -2.33251
C 1.92605 -1.20686 -3.70488
F 2.44543 -1.97794 -2.75922
F 2.48984 0.00010 -3.63356
F 2.18573 -1.73931 -4.89292
C -0.59918 4.34111 -1.12696
C -0.10613 3.21290 -0.26467
O -0.47919 2.06503 -0.59690
C 0.72851 3.45321 0.87199
C 1.29331 4.73770 1.08155
C 2.08138 5.00454 2.16201
C 2.32046 3.97390 3.09738
C 1.77394 2.73237 2.94141
C 0.95259 2.42297 1.82507
O 0.43248 1.24040 1.75523
H -1.23378 3.93588 -1.90962
H 0.23824 4.86846 -1.58541
H -1.15804 5.06139 -0.52846
H 1.10658 5.52222 0.36029
H 2.51606 5.98444 2.29930
H 2.95123 4.17166 3.95601
H 1.94847 1.93741 3.65503

Summary:
* orbital gap (alpha / beta): 0.276 / 0.243 hartree
* spin multiplicity: 6
* F_max: 0.011 hartree/bohr

No. 2
4 unconnected molecules or ions with the total composition H8O4 in a non-equilibrium geometry. Source: OMol25; level of theory: the ωB97M-V functional and the def2-TZVPD basis.

CARTESIAN COORDINATES (ANGSTROEM)
O 0.02867 -1.38167 2.50217
H 0.26067 -1.92967 1.79817
H -0.86033 -1.39467 2.80017
O -0.54733 2.42433 0.32817
H -1.31333 2.45233 -0.20383
H 0.46067 2.56233 -0.04983
O -0.25933 -0.38567 -0.26883
H -0.68933 -0.43767 0.55017
H -0.20833 0.62833 -0.25083
O 1.33967 -1.05667 -2.22283
H 1.23867 -0.71467 -3.10283
H 0.54967 -0.76667 -1.87983

Summary:
* orbital gap: 0.416 hartree
* spin multiplicity: 1
* F_max: 0.104 hartree/bohr

No. 3
A molecular structure, C23H56F6FeNO25S9 in a non-equilibrium geometry. Source: OMol25; level of theory: the ωB97M-V functional and the def2-TZVPD basis.

CARTESIAN COORDINATES (ANGSTROEM)
Fe -0.47133 -2.72224 0.37134
C -0.17451 1.50482 -0.49758
F -0.71452 1.47618 0.70215
F -1.17756 1.47978 -1.37604
F 0.53445 2.60360 -0.67790
S 0.88091 -0.03568 -0.83144
O 0.20066 -0.66829 -1.92418
O 2.21923 0.33651 -1.12891
N 0.65181 -1.00113 0.52530
S 1.46795 -0.41482 1.80519
O 1.75396 0.97450 1.74872
O 0.82386 -0.94237 2.96179
C 3.11206 -1.32067 1.69730
F 3.94421 -0.70551 0.88311
F 3.62500 -1.42674 2.91148
F 2.88164 -2.57404 1.25219
O -0.44653 5.33411 0.98527
S 0.04847 6.26999 0.03293
O -0.23272 7.65537 0.22353
O 1.62160 6.18469 -0.14328
C 2.42264 6.23681 1.06511
C 2.53400 4.84017 1.65305
C -0.44547 5.86992 -1.63802
H 1.96545 6.88069 1.81706
H 3.37528 6.65705 0.76238
H 2.59925 4.03987 0.91802
H 1.73994 4.62617 2.36658
H 3.43713 4.73812 2.26808
H 0.03091 4.93443 -1.91288
H -0.00018 6.69330 -2.18932
H -1.52759 5.86733 -1.64643
O -1.78333 -2.37026 -1.26391
S -2.73272 -2.15120 -2.31504
O -3.12564 -0.84528 -2.63454
O -2.05448 -2.82730 -3.56514
C -2.40507 -2.26615 -4.87567
C -1.95607 -3.27075 -5.91076
C -4.20194 -3.17313 -2.06160
H -1.81542 -1.36194 -5.01699
H -3.47203 -2.06079 -4.92631
H -2.15422 -2.88685 -6.91281
H -2.36584 -4.27279 -5.79510
H -0.86810 -3.38386 -5.90388
H -4.98055 -2.42391 -2.18735
H -4.10719 -3.60109 -1.07249
H -4.27357 -3.88156 -2.87903
O 5.15897 1.94973 -3.50753
S 4.00047 2.76163 -3.59794
O 3.99035 3.93098 -4.40166
O 2.84015 1.75190 -4.02912
C 1.51058 2.29039 -4.17496
C 0.63470 1.13732 -4.63245
C 3.53519 3.10976 -1.92186
H 1.55100 3.02247 -4.98394
H 1.11940 2.75011 -3.26794
H 1.13289 0.59263 -5.43274
H -0.31134 1.50799 -5.03326
H 0.37645 0.49906 -3.78492
H 3.45329 2.14287 -1.42695
H 2.57920 3.61891 -1.84785
H 4.35130 3.66730 -1.47107
O 2.03405 -4.02329 3.75603
S 1.03034 -4.61107 2.95756
O 0.31006 -3.86442 1.94696
O 1.65707 -5.92340 2.30244
C 2.03234 -5.82105 0.89646
C 3.17238 -6.80509 0.74590
C -0.08542 -5.53746 3.99075
H 2.34678 -4.81404 0.65402
H 1.20150 -6.18446 0.29529
H 2.76257 -7.75161 1.13281
H 3.95111 -6.66994 1.49956
H 3.57072 -7.02178 -0.23653
H -0.78039 -6.10500 3.38680
H -0.58137 -4.88072 4.70434
H 0.61514 -6.12208 4.58247
O 2.60746 -4.82009 -2.18000
S 1.85538 -3.62227 -2.17891
O 0.90503 -3.38644 -1.12575
O 2.84418 -2.42640 -2.02790
C 4.09224 -2.43830 -2.76306
C 4.48740 -1.00585 -3.04845
C 1.16339 -3.22624 -3.76540
H 4.12054 -3.13409 -3.60045
H 4.86459 -2.80213 -2.07639
H 3.68567 -0.54042 -3.62916
H 5.35834 -0.99283 -3.70006
H 4.61690 -0.42748 -2.14080
H 1.94624 -2.83509 -4.40583
H 0.49010 -2.37819 -3.61700
H 0.55738 -4.08411 -4.04274
O -3.22045 5.52622 4.99564
S -3.43994 4.15026 5.28164
O -4.34561 3.40494 4.45638
O -2.00412 3.48145 5.20125
C -1.91393 2.02370 5.27906
C -0.71945 1.69707 4.42411
C -3.87774 3.97305 6.99592
H -2.85112 1.57608 4.95112
H -1.85547 1.77039 6.34364
H -0.36180 0.66972 4.42767
H 0.14437 2.28825 4.72600
H -1.03422 1.96700 3.41462
H -4.91968 4.22554 7.16155
H -3.12591 4.46708 7.59528
H -3.87050 2.88187 7.09663
O -1.91329 -1.71858 1.72999
S -3.01786 -0.93967 2.20627
O -3.01662 -0.40290 3.51625
O -3.26193 0.22647 1.19107
C -4.41445 1.09718 1.51977
C -3.94400 2.52082 1.51831
C -4.45418 -1.92805 1.92908
H -4.78242 0.82712 2.50734
H -5.14822 0.90527 0.73713
H -3.21345 2.68539 2.30322
H -4.77722 3.21772 1.61993
H -3.52324 2.84286 0.56157
H -5.36827 -1.45168 2.28018
H -4.38086 -2.75646 2.64304
H -4.52660 -2.32092 0.92351

Summary:
* orbital gap (alpha / beta): 0.335 / 0.320 hartree
* total charge: +1
* spin multiplicity: 5
* F_max: 0.054 hartree/bohr

No. 4
A single C17H22N4O4S2 molecule in a non-equilibrium geometry. Source: OMol25; level of theory: the ωB97M-V functional and the def2-TZVPD basis.

CARTESIAN COORDINATES (ANGSTROEM)
C -0.58504 -2.50439 3.06910
H -0.05112 -3.43464 3.26123
H -1.64142 -2.63707 3.32509
H -0.50281 -2.27012 2.00329
O 0.01842 -1.53083 3.89377
C -0.72932 -0.35701 4.11822
H -1.79778 -0.59198 4.21339
H -0.36564 0.03268 5.07367
C -0.53177 0.72986 3.05280
N -1.26367 0.46186 1.84010
C -2.02560 1.37423 1.21428
O -2.23580 2.49883 1.61493
C -2.59132 0.83269 -0.10934
N -1.51709 0.59861 -1.06209
C -0.90575 -0.60044 -1.04506
O -1.21858 -1.45399 -0.21768
C 0.21240 -0.88741 -2.02656
H -0.05229 -1.79480 -2.57158
H 0.37594 -0.08187 -2.73565
C 1.47952 -1.15374 -1.20203
C 1.89151 0.10107 -0.47973
O 1.77813 1.21544 -0.94493
N 2.41773 -0.02157 0.78548
C 2.61261 -1.11682 1.58394
N 2.47893 -2.35328 1.25715
C 2.74704 -3.17610 2.30040
C 3.10394 -2.56536 3.45536
S 3.10521 -0.85694 3.25607
H 3.35804 -3.00158 4.39860
H 2.66692 -4.23651 2.14781
H 2.66366 0.86968 1.20430
H 2.30092 -1.44858 -1.85858
H 1.30605 -1.95924 -0.48937
C -1.13414 1.71300 -1.90690
C -1.60644 1.53200 -3.31642
C -2.57054 0.69692 -3.78813
C -2.75607 0.80177 -5.18642
C -1.93109 1.71460 -5.75385
S -0.90321 2.46582 -4.59542
H -1.85705 2.00128 -6.78365
H -3.47441 0.22114 -5.73646
H -3.13009 0.02305 -3.16433
H -0.04839 1.85465 -1.87849
H -1.57692 2.61746 -1.47728
H -3.10007 -0.11719 0.07820
H -3.29610 1.55272 -0.52555
H -1.16243 -0.44705 1.40200
H -0.88802 1.69010 3.43401
H 0.54054 0.81132 2.83762

Summary:
* orbital gap: 0.342 hartree
* spin multiplicity: 1
* F_max: 0.023 hartree/bohr

No. 5
A molecular structure, C3H4N3 in a non-equilibrium geometry. Source: OMol25; level of theory: the ωB97M-V functional and the def2-TZVPD basis.

CARTESIAN COORDINATES (ANGSTROEM)
C 2.45471 0.56272 1.75095
C 0.79257 0.31382 0.59536
C -0.36228 -0.50221 0.21343
N 1.92115 -0.56641 1.53771
N 2.24697 1.77620 1.36887
N 1.19951 1.53213 0.62752
H -1.13345 0.11151 -0.06394
H -0.77766 -1.13370 1.12259
H -0.30872 -1.27865 -0.50099
H 0.67723 2.29310 0.11958

Summary:
* orbital gap: 0.283 hartree
* total charge: +1
* spin multiplicity: 1
* F_max: 0.109 hartree/bohr

No. 6
A molecular structure, C26H19Br5IIrN2O4 in a non-equilibrium geometry. Source: OMol25; level of theory: the ωB97M-V functional and the def2-TZVPD basis.

CARTESIAN COORDINATES (ANGSTROEM)
Ir 0.65236 -0.46763 0.23607
Br 0.88841 0.98332 7.33917
C 0.50773 0.36496 5.58234
C -0.01818 -0.92393 5.40173
C -0.29564 -1.38288 4.14343
C -0.03329 -0.60144 2.98841
O -0.27546 -1.14050 1.83120
C 0.43631 0.72774 3.20181
C 0.55085 1.68443 2.13713
N 0.30118 1.41655 0.90460
C -0.11065 2.41402 -0.00838
C -0.87247 3.50430 0.38948
C -1.41033 4.36839 -0.56124
C -1.27091 4.09821 -1.90617
C -0.53734 2.97811 -2.33230
C -0.51275 2.53003 -3.69057
C 0.03649 1.27566 -3.98016
C 0.78923 0.61994 -3.05293
N 1.05249 1.21770 -1.80855
C 0.12682 2.21041 -1.36690
C 0.71866 1.17589 4.50702
H -0.19878 -1.55657 6.26037
H -0.70421 -2.37343 3.99032
H 0.83236 2.70529 2.40498
H -1.12064 3.62428 1.43595
H -1.99651 5.21760 -0.23543
H -1.75567 4.71998 -2.64895
H -0.98161 3.12943 -4.45869
H -0.10405 0.82239 -4.95214
H 1.29633 -0.31664 -3.23961
H 1.09388 2.18338 4.64472
Br -1.19804 -6.28274 -3.11673
C -1.22425 -4.55759 -2.34009
C -2.37394 -3.78697 -2.35337
Br -3.96797 -4.44521 -3.13369
C -2.35396 -2.50273 -1.78562
Br -3.86818 -1.36870 -1.79347
C -1.20897 -1.98691 -1.19697
O -1.13948 -0.77300 -0.69182
C -0.03784 -2.78682 -1.16840
O 1.04170 -2.26364 -0.60021
C -0.05849 -4.04453 -1.74531
Br 1.56155 -5.01853 -1.68643
I 3.32556 3.03085 -2.83405
C 2.42348 1.44581 -1.51482
H 2.59915 1.84006 -0.52615
H 3.04180 0.58475 -1.72866
C 2.85521 -2.26134 1.96242
C 3.44665 -0.94938 1.46835
C 3.93450 -0.09833 2.63735
O 2.57566 -0.18018 0.66214
H 3.64291 -2.89259 2.38352
H 2.37679 -2.79708 1.14354
H 2.10925 -2.08055 2.74095
H 4.32208 -1.19244 0.84858
H 3.09550 0.13674 3.29653
H 4.35236 0.84009 2.26579
H 4.69845 -0.62250 3.21932

Summary:
* orbital gap (alpha / beta): 0.219 / 0.205 hartree
* total charge: -1
* spin multiplicity: 2
* F_max: 0.030 hartree/bohr

no.,DFT total energy (hartree)
1,-3270.03748
2,-305.70627
3,-8291.99693
4,-1977.39814
5,-280.49313
6,-14684.80728